DFT (ωB97M-V/def2-TZVPD) results for a cluster of 8 separate species, C8H31ClNO8 in total in a non-equilibrium geometry.

Cartesian coordinates (Å):
Cl -3.31857 1.02689 0.96841
C 4.38155 -3.58043 0.02745
O 4.51335 -2.18591 0.22112
C 4.72250 -1.46625 -0.96810
C 4.60188 0.01026 -0.71058
N 3.21474 0.47967 -0.34084
C 2.21798 0.19511 -1.42305
C 2.57720 0.82522 -2.75675
O 2.51931 2.24820 -2.62143
C 2.21910 2.91232 -3.82717
H 3.45621 -3.80730 -0.50205
H 4.36702 -4.05680 1.00774
H 5.28919 -3.92167 -0.47037
H 4.15836 -1.78386 -1.84502
H 5.76260 -1.67026 -1.22239
H 4.93549 0.53191 -1.60762
H 5.24868 0.27768 0.12501
H 3.31633 1.48313 -0.28746
H 1.26214 0.59761 -1.08767
H 2.17829 -0.89066 -1.51033
H 1.91723 0.47784 -3.55166
H 3.58094 0.52202 -3.05456
H 2.92655 2.75621 -4.64157
H 2.22653 3.98423 -3.62955
H 1.20925 2.67761 -4.16364
C -7.92049 -1.08249 0.94922
O -7.64620 -0.13549 -0.02553
H -7.31638 -1.98963 0.96549
H -7.89295 -0.63590 1.94315
H -8.97950 -1.29495 0.80272
H -6.74854 0.19577 0.05243
C -1.19691 -3.85796 -0.19042
O -2.52683 -3.37353 0.16719
H -1.01990 -3.67454 -1.25020
H -0.38144 -3.46552 0.41711
H -1.15705 -4.93806 -0.04939
H -2.59083 -2.41660 0.20964
O -5.34256 4.39753 4.10010
H -5.03049 3.81123 3.41083
H -6.29607 4.32005 4.06757
O 0.76604 0.54511 2.98139
H 1.38566 0.41198 2.26405
H -0.07014 0.71537 2.54777
O -0.19178 3.99173 -0.26338
H 0.39711 3.82147 -0.99853
H -0.81400 3.26457 -0.28091
O -2.75426 0.97453 5.52566
H -3.03892 1.00172 4.61218
H -3.11721 1.77062 5.91393

Calculated values
net charge = -1
electronic energy = -39191.305 eV